one:
Molecular formula: C2H8OS
Method: DFT, ωB97M-V/def2-TZVPD

The calculation puts the HOMO energy at -8.56 eV. As for the SMILES: CSC.O. As for the HOMO-LUMO gap: 9.35 eV.

```
12
C2H8OS, DFT ωB97M-V/def2-TZVPD
C 0.25955 -1.62040 0.60004
S 1.51605 -0.36465 0.83097
C 1.46289 0.40643 -0.82016
H -0.58776 -1.37569 1.25226
H 0.21857 -2.04203 -0.40346
H 0.55326 -2.52957 1.14605
H 0.71102 1.18346 -1.02968
H 1.32532 -0.42087 -1.52606
H 2.39828 0.86986 -1.08500
H -3.13954 2.55042 0.49906
H -1.89939 1.68357 0.14289
O -2.81827 1.65946 0.39309
```


two:
Molecular formula: C2H8OS
Method: DFT, ωB97M-V/def2-TZVPD

The calculation puts the HOMO energy at -9.70 eV. As for the SMILES: COC.S. As for the HOMO-LUMO gap: 10.54 eV.

```
12
C2H8OS, DFT ωB97M-V/def2-TZVPD
O -3.19631 1.31785 -1.18518
C -3.45602 0.52220 -2.32454
C -3.86116 2.56139 -1.28648
H -2.91765 -0.43204 -2.19728
H -3.09905 1.00700 -3.24874
H -4.53237 0.30709 -2.43325
H -3.52151 3.13334 -2.16631
H -4.95482 2.43344 -1.35081
H -3.62768 3.14174 -0.37802
S 0.29290 -2.22110 1.90996
H -1.00051 -1.87990 2.05960
H 0.55167 -1.12241 1.17672
```


Which structure is most stable? one, by 24.4 kJ/mol over the runner-up.


one:
Molecular formula: C2H8OS
Method: DFT, ωB97M-V/def2-TZVPD

The calculation puts the HOMO energy at -10.16 eV. As for the SMILES: CCO.S. As for the HOMO-LUMO gap: 10.75 eV.

```
12
C2H8OS, DFT ωB97M-V/def2-TZVPD
S -1.90540 -1.59270 -0.52228
H -1.99768 -2.72962 0.31687
H -0.57798 -1.96284 -0.68204
C 1.64150 0.90401 0.08365
O 1.10352 0.22835 1.20322
C 1.11241 2.31316 -0.11320
H 1.62266 0.32238 -0.95255
H 2.79238 0.93198 0.20282
H 0.39457 -0.28115 0.74288
H 0.35303 2.66116 0.51351
H 0.63984 2.36862 -0.99261
H 1.90807 3.04284 -0.24092
```


two:
Molecular formula: C2H8OS
Method: DFT, ωB97M-V/def2-TZVPD

The calculation puts the HOMO energy at -9.80 eV. As for the SMILES: CCO.S. As for the HOMO-LUMO gap: 10.60 eV.

```
12
C2H8OS, DFT ωB97M-V/def2-TZVPD
S 4.91210 0.30643 0.11858
H 4.87307 -0.70102 -0.76526
H 3.61536 0.16905 0.33438
C -2.95838 -0.58819 -0.14747
O -3.49256 0.08658 -1.29721
C -3.56357 -0.05042 1.14435
H -1.89127 -0.40841 -0.15986
H -3.18350 -1.64523 -0.24232
H -4.39614 -0.22826 -1.40188
H -3.07160 0.88266 1.44097
H -3.50837 -0.73433 1.98419
H -4.59280 0.26394 0.98846
```


Which structure is most stable? two, by 80.2 kJ/mol over the runner-up.


one:
Molecular formula: C18H56O10
Method: DFT, ωB97M-V/def2-TZVPD

The calculation puts the HOMO energy at -9.72 eV. As for the SMILES: CCO.CCO.CCO.CCO.CCO.CCO.CCO.CCO.CO.CO. As for the HOMO-LUMO gap: 10.33 eV.

```
84
C18H56O10, DFT ωB97M-V/def2-TZVPD
C 3.93450 2.63132 -4.21511
O 2.72481 3.31977 -3.82852
H 4.68210 3.32185 -4.69611
H 4.42736 2.12298 -3.38708
H 3.70613 1.88591 -4.94234
H 2.81956 3.76574 -3.00425
C 4.82825 2.77668 1.19716
O 4.06690 3.97449 1.46617
H 4.67568 2.46318 0.15050
H 5.93716 2.95530 1.29679
H 4.62735 1.92753 1.81765
H 3.94165 4.07410 2.38288
C -3.96207 -0.53270 -1.97389
C -2.65663 -0.80232 -1.24299
O -2.94098 -1.62785 -0.10045
H -3.81899 -0.06031 -2.97359
H -4.65515 0.11225 -1.37639
H -4.55672 -1.41794 -2.07709
H -2.14384 0.04986 -0.86447
H -1.87890 -1.30755 -1.84680
H -2.31338 -2.36411 -0.17556
C -0.06329 4.56929 -1.69383
C 1.16380 5.03723 -0.93641
O 2.31251 4.17300 -1.27268
H -0.83261 5.27339 -1.38536
H -0.30008 3.57137 -1.36164
H -0.03827 4.56220 -2.82278
H 0.92155 5.13855 0.13156
H 1.50282 6.00477 -1.28178
H 2.87904 4.09888 -0.50194
C 2.56785 -2.50834 -3.32210
C 2.96663 -3.04225 -1.97251
O 1.98197 -2.91495 -0.93098
H 2.32932 -1.43651 -3.31083
H 1.66475 -3.05318 -3.70617
H 3.39260 -2.68656 -4.00432
H 3.84803 -2.49360 -1.57309
H 3.21796 -4.12685 -2.00303
H 2.12243 -2.04328 -0.46109
C -5.01388 -0.47141 4.10086
C -4.77341 -0.67002 2.61721
O -3.38684 -0.91550 2.48506
H -4.56983 -1.29200 4.74542
H -6.09989 -0.37271 4.14188
H -4.65516 0.48515 4.49375
H -5.03411 0.23495 2.03572
H -5.36289 -1.41197 2.15806
H -3.21146 -1.00891 1.53354
C -0.73359 -2.92540 3.14626
C 0.31929 -2.18208 2.20339
O 0.06845 -0.78426 1.89775
H -1.74273 -2.91102 2.82747
H -0.78675 -2.36880 4.09610
H -0.36007 -3.95534 3.25379
H 0.48110 -2.67452 1.21311
H 1.30485 -2.22011 2.76275
H -0.38745 -0.19463 2.53131
C -0.26285 2.75917 2.97419
C -1.51179 1.97845 2.75773
O -1.59596 0.83693 3.72552
H -0.46208 3.75202 2.55066
H 0.55173 2.27670 2.46634
H -0.08364 2.84049 4.07085
H -1.62065 1.56509 1.75609
H -2.38123 2.59386 2.87457
H -2.30733 0.17786 3.46121
C -2.16295 -5.05211 -1.52340
C -0.60788 -4.79618 -1.48189
O -0.55763 -3.41201 -1.41009
H -2.49798 -6.09020 -1.51866
H -2.58269 -4.59039 -2.41870
H -2.62930 -4.59857 -0.60499
H -0.22773 -5.12952 -2.47651
H -0.01616 -5.41433 -0.79525
H 0.41107 -3.20028 -1.38237
C 0.56071 0.38478 -1.08743
C 1.84604 0.78580 -0.38487
O 2.40531 -0.26532 0.45577
H 0.75716 -0.42347 -1.82757
H 0.02865 1.19257 -1.57628
H -0.16348 -0.10402 -0.45296
H 1.63045 1.64939 0.25522
H 2.65493 0.97547 -1.07418
H 1.68783 -0.44491 1.22599
```


two:
Molecular formula: C18H56O10
Method: DFT, ωB97M-V/def2-TZVPD

The calculation puts the HOMO energy at -9.66 eV. As for the SMILES: CCO.CCO.CCO.CCO.CCO.CCO.CCO.CCO.CO.CO. As for the HOMO-LUMO gap: 10.09 eV.

```
84
C18H56O10, DFT ωB97M-V/def2-TZVPD
C 3.86850 1.03815 -3.06477
C 3.12938 1.37729 -1.75013
O 2.19089 0.29999 -1.53662
H 4.52902 0.17479 -2.93089
H 4.47109 1.89191 -3.37344
H 3.08322 0.86004 -3.80191
H 2.49974 2.28926 -1.79268
H 3.80317 1.53047 -0.88571
H 1.58169 0.59346 -0.81661
C 2.90032 -2.79232 -3.71278
C 2.38809 -2.97140 -2.22762
O 3.30395 -2.30406 -1.33604
H 2.94950 -1.73116 -3.98313
H 2.15416 -3.26845 -4.35017
H 3.84145 -3.31894 -3.89486
H 2.36284 -3.99288 -1.82127
H 1.37147 -2.52878 -2.16999
H 3.15686 -1.35968 -1.41103
C -3.16153 4.06901 -0.71427
C -3.08089 2.76554 0.04506
O -4.21178 2.58913 0.85863
H -2.37909 4.11331 -1.49007
H -2.97131 4.87571 -0.00576
H -4.15614 4.24111 -1.12911
H -2.16422 2.71760 0.66859
H -2.96566 2.01752 -0.75341
H -4.06638 1.82612 1.42185
C 0.73505 -3.40587 2.25521
C 1.11923 -3.72228 0.77263
O 0.02897 -4.39107 0.10862
H -0.14894 -2.78982 2.26625
H 1.58569 -2.91489 2.72720
H 0.51092 -4.28379 2.85921
H 2.05936 -4.29105 0.76016
H 1.29564 -2.79621 0.20109
H -0.07000 -5.18581 0.63877
C 0.73492 -0.08547 4.30136
C 1.38239 -0.66287 5.50689
O 1.73080 -2.05506 5.36143
H 1.42234 0.01850 3.45765
H 0.30073 0.89712 4.49483
H -0.06806 -0.73959 3.95183
H 0.73266 -0.65262 6.38061
H 2.28774 -0.12015 5.77027
H 2.46285 -2.10318 4.74115
C -0.54414 2.23638 -2.69956
C 0.08544 1.47105 -3.83361
O 0.19355 0.07729 -3.53063
H -1.58379 1.89215 -2.66700
H -0.46052 3.28866 -2.98965
H -0.06756 2.10514 -1.71743
H 1.06125 1.86594 -4.15191
H -0.56761 1.52119 -4.70599
H 0.82573 0.02399 -2.80821
C -5.42491 -0.62706 0.89177
C -4.00366 -0.96517 1.46927
O -3.62459 -0.00603 2.38646
H -5.34830 0.08353 0.06575
H -6.12495 -0.10467 1.57771
H -5.98972 -1.44449 0.46099
H -3.29386 -0.92935 0.64045
H -3.97634 -1.96555 1.94597
H -4.24710 -0.07490 3.12081
C 2.73464 3.33287 1.40519
C 1.31770 3.81372 1.85969
O 0.35405 3.59714 0.91081
H 2.62873 2.28902 1.09675
H 3.48340 3.40961 2.20185
H 3.06678 3.91128 0.52761
H 1.26249 4.88174 2.14803
H 1.00750 3.24408 2.73585
H 0.60247 3.98953 0.06293
C -2.33064 -2.65224 -2.06311
O -2.50486 -3.72084 -1.08845
H -3.29619 -2.48410 -2.55417
H -1.95381 -1.72258 -1.60464
H -1.62149 -2.98535 -2.82461
H -1.62144 -3.84563 -0.71087
C -0.58449 -0.18293 0.49693
O 0.47936 0.74062 0.68621
H -0.18893 -1.17351 0.23560
H -1.14515 -0.28134 1.43340
H -1.30442 0.18513 -0.23533
H 0.17474 1.48708 1.22813
```


Which structure is most stable? two, by 41.4 kJ/mol over the runner-up.


one:
Molecular formula: C22H32N4O3S
Method: DFT, ωB97M-V/def2-TZVPD

The calculation puts the HOMO energy at -7.43 eV. As for the SMILES: COc1ccc(N2CCN(c3ccc(S(=O)(=O)N(C(C)C)C(C)C)cn3)CC2)cc1. As for the HOMO-LUMO gap: 7.99 eV.

```
62
C22H32N4O3S, DFT ωB97M-V/def2-TZVPD
C -8.67968 -2.91074 0.60340
H -9.24253 -2.13718 1.13701
O -7.96597 -2.37597 -0.48190
C -7.00605 -1.43550 -0.22345
C -6.66895 -0.95425 1.03437
C -5.68050 0.00299 1.17415
C -4.98523 0.51007 0.07429
C -5.33243 0.01296 -1.18590
C -6.32415 -0.93324 -1.32904
H -6.58310 -1.31041 -2.30586
H -4.82705 0.35001 -2.07726
N -4.02974 1.49936 0.27302
C -3.37290 2.14643 -0.83133
H -4.03398 2.16864 -1.69599
C -2.05962 1.43928 -1.18585
N -1.25738 1.30943 0.01356
C -0.10834 0.59787 0.03637
N 0.51153 0.49460 1.22195
C 1.64502 -0.17186 1.29949
C 2.25459 -0.76687 0.21239
C 1.61138 -0.69408 -1.01884
C 0.42470 -0.00789 -1.12324
H -0.08385 0.05604 -2.07013
H 2.04460 -1.19374 -1.87113
S 3.80400 -1.64581 0.36589
O 4.01120 -1.95854 1.75014
O 3.76213 -2.72569 -0.58113
N 4.97660 -0.59062 -0.13443
C 5.08695 -0.36909 -1.56088
C 6.51414 -0.59710 -2.06290
H 7.19644 0.15502 -1.67413
H 6.85715 -1.57936 -1.75071
H 6.53147 -0.54976 -3.14871
C 4.56295 1.00881 -1.97752
H 3.55550 1.16383 -1.59728
H 4.54102 1.08117 -3.06186
H 5.20349 1.80013 -1.59475
H 4.45288 -1.14237 -2.00208
C 5.73530 0.22041 0.80286
C 4.82536 0.97676 1.76914
H 5.41287 1.68409 2.35019
H 4.05630 1.52300 1.22678
H 4.35224 0.27362 2.44654
C 6.73921 -0.64328 1.56685
H 7.33171 -0.02410 2.23645
H 6.20418 -1.38975 2.14526
H 7.40477 -1.15055 0.87344
H 6.28619 0.95433 0.20444
H 2.08538 -0.24613 2.28314
C -1.78522 1.91158 1.21606
H -1.75289 3.00361 1.12787
C -3.21721 1.43636 1.47994
H -3.18538 0.40193 1.83936
H -3.65580 2.06247 2.26849
H -1.13683 1.61205 2.03918
H -1.51844 2.00954 -1.95270
H -2.28857 0.44349 -1.58551
H -3.17077 3.18598 -0.55250
H -5.46258 0.37260 2.16351
H -7.17170 -1.30839 1.92065
H -8.01778 -3.42721 1.30694
H -9.37659 -3.62900 0.17393
```


two:
Molecular formula: C22H32N4O3S
Method: DFT, ωB97M-V/def2-TZVPD

The calculation puts the HOMO energy at -7.70 eV. As for the SMILES: CCCCNC(=S)N(CCN(CC)CC)Cc1cc2cc3c(cc2[nH]c1=O)OCO3. As for the HOMO-LUMO gap: 8.08 eV.

```
62
C22H32N4O3S, DFT ωB97M-V/def2-TZVPD
C 2.54705 3.85944 -1.88020
C 1.03410 4.01241 -1.78192
C 0.60355 4.45998 -0.38668
C -0.91294 4.63086 -0.25556
N -1.62325 3.38020 -0.37380
C -1.90001 2.57692 0.67846
N -2.44816 1.36611 0.41872
C -2.45903 0.78537 -0.90971
H -2.99608 -0.16047 -0.83724
H -3.01771 1.43541 -1.59339
C -1.03592 0.49917 -1.44909
N -0.75391 -0.92130 -1.46335
C 0.64130 -1.24035 -1.22354
C 1.65482 -0.66826 -2.22355
H 1.44735 -1.01224 -3.23400
H 1.63894 0.41904 -2.21765
H 2.65402 -0.99695 -1.95050
H 0.73150 -2.32822 -1.20778
H 0.89008 -0.87635 -0.22152
C -1.34365 -1.61179 -2.60215
C -1.73646 -3.04479 -2.25918
H -2.44079 -3.04136 -1.43257
H -0.86675 -3.63734 -1.98617
H -2.20979 -3.50923 -3.12074
H -2.24777 -1.07086 -2.88864
H -0.66873 -1.60967 -3.47308
H -0.31346 0.97274 -0.77987
H -0.91850 0.94653 -2.45220
C -2.82858 0.48138 1.50497
C -1.82911 -0.62707 1.68323
C -0.63160 -0.43111 2.28212
C 0.33211 -1.47422 2.40328
C -0.00111 -2.73915 1.87744
N -1.22355 -2.90123 1.29288
C -2.18251 -1.92617 1.13253
O -3.23462 -2.19341 0.57204
H -1.45351 -3.80818 0.90388
C 0.89633 -3.81717 1.94563
C 2.10314 -3.58412 2.54610
C 2.44254 -2.32601 3.07441
C 1.58457 -1.26709 3.01597
H 1.84314 -0.30375 3.42140
O 3.70351 -2.39223 3.60625
C 4.14128 -3.71748 3.41383
O 3.13823 -4.44888 2.73859
H 4.34328 -4.18739 4.38970
H 5.06404 -3.71993 2.81253
H 0.64353 -4.78479 1.54525
H -0.38764 0.54314 2.68222
H -3.80495 0.04720 1.27215
H -2.89609 1.08534 2.41280
S -1.62166 3.10398 2.23130
H -1.70999 3.00669 -1.30358
H -1.28605 5.30786 -1.02887
H -1.14635 5.04709 0.72686
H 0.93460 3.73055 0.35535
H 1.07891 5.41346 -0.15116
H 0.56429 3.05634 -2.02544
H 0.69470 4.74666 -2.51713
H 2.90236 3.12093 -1.16454
H 3.03978 4.80507 -1.66665
H 2.83720 3.53871 -2.87839
```


Which structure is most stable? two, by 137.5 kJ/mol over the runner-up.